The following is a DFT calculation (wB97M-V/def2-TZVPD) of a single C13H17Cl2NO molecule.

Output
Orbital gap = 9.025 eV
Spin multiplicity = 1
Highest occupied orbital energy = -8.20 eV
F_max = 0.012 Eh/bohr
Charge = 0

Bonds (Å) are listed after each position.
Atoms and positions in Å:
1 Cl 1.63 -4.04 0.78  C2 1.723
2 C 0.58 -2.96 -0.05  Cl1 1.723, C3 1.386, C7 1.387
3 C -0.32 -2.19 0.66  C2 1.386, C4 1.404, Cl34 1.722
4 C -1.18 -1.28 0.01  C3 1.404, C5 1.391, O11 1.349
5 C -1.10 -1.20 -1.38  C4 1.391, C6 1.383, H10 1.077
6 C -0.19 -1.97 -2.08  C5 1.383, C7 1.382, H9 1.079
7 C 0.65 -2.85 -1.43  C2 1.387, C6 1.382, H8 1.078
8 H 1.36 -3.45 -1.98  C7 1.078
9 H -0.15 -1.89 -3.15  C6 1.079
10 H -1.73 -0.52 -1.92  C5 1.077
11 O -2.04 -0.64 0.81  C4 1.349, C12 1.413
12 C -2.77 0.49 0.37  O11 1.413, C13 1.531, H32 1.095, H33 1.093
13 C -2.07 1.81 0.72  C12 1.531, C14 1.529, H30 1.092, H31 1.090
14 C -0.82 2.10 -0.11  C13 1.529, N15 1.444, H28 1.109, H29 1.095
15 N 0.22 1.12 0.08  C14 1.444, C16 1.454, C23 1.450
16 C 0.82 1.10 1.40  N15 1.454, C17 1.535, H26 1.090, H27 1.105
17 C 2.15 0.36 1.23  C16 1.535, H18 1.089, H19 1.088, C20 1.537
18 H 2.96 0.89 1.74  C17 1.089
19 H 2.10 -0.64 1.64  C17 1.088
20 C 2.39 0.32 -0.29  C17 1.537, H21 1.088, H22 1.089, C23 1.525
21 H 3.39 0.64 -0.57  C20 1.088
22 H 2.22 -0.68 -0.67  C20 1.089
23 C 1.32 1.26 -0.85  N15 1.450, C20 1.525, H24 1.092, H25 1.105
24 H 1.01 0.99 -1.86  C23 1.092
25 H 1.70 2.30 -0.87  C23 1.105
26 H 0.16 0.59 2.10  C16 1.090
27 H 0.99 2.13 1.77  C16 1.105
28 H -0.47 3.12 0.14  C14 1.109
29 H -1.09 2.09 -1.17  C14 1.095
30 H -2.79 2.62 0.56  C13 1.092
31 H -1.81 1.79 1.78  C13 1.090
32 H -3.72 0.44 0.92  C12 1.095
33 H -2.99 0.45 -0.70  C12 1.093
34 Cl -0.42 -2.32 2.38  C3 1.722